Record 1
186
Properties=species:S:1:pos:R:3:forces:R:3:lowdin_charge:R:1 method="wB97M-V/def2-TZVPD" spin_multiplicity=1
Cu 2.128163 0.395736 2.453315 -0.1 0.1 -0.1 0.43
Cu 1.966093 -1.576374 -1.713575 -0.2 -0.5 0.1 0.46
C 0.639133 -0.169334 0.321375 0.9 0.1 0.5 -0.96
O 1.524293 -0.967094 0.651655 3.0 -2.8 1.5 -0.02
O 0.230773 0.668726 1.122485 -1.2 3.0 3.3 -0.03
O 0.274123 -0.136734 -0.835725 -2.0 -0.2 -5.8 -0.01
C -1.797487 2.845926 -1.459975 -1.1 0.9 -1.3 -0.25
C -0.843017 3.631226 -0.599465 -0.5 -0.5 -0.3 -0.19
O 0.394623 2.928776 -0.515655 0.5 1.3 -0.5 -0.07
O -2.244837 1.633566 -0.927345 0.0 -0.1 0.5 -0.04
H -1.440577 2.652516 -2.471565 1.0 0.1 -0.1 0.12
H -2.674687 3.436776 -1.723665 -0.3 0.3 0.6 0.12
H -1.297517 3.827426 0.371635 0.1 -0.3 0.3 0.11
H -0.704807 4.621026 -1.034555 0.5 -0.1 -0.3 0.13
H 0.280733 2.078176 -0.085425 -0.2 -0.4 0.7 0.04
H -1.438367 1.117846 -0.854945 0.2 -0.8 0.3 0.04
C -2.396017 -1.078744 -3.174375 1.2 1.2 -0.9 -0.22
C -1.373887 -1.697054 -4.176925 -2.7 0.5 0.3 -0.19
O -1.436347 -3.123944 -4.132725 1.6 -0.3 0.6 -0.07
O -2.112677 -1.378634 -1.848715 -1.1 -1.8 1.0 -0.06
H -3.416857 -1.324774 -3.466725 -0.1 -0.3 0.3 0.12
H -2.324987 0.008806 -3.191175 -0.1 0.2 -0.9 0.10
H -0.409487 -1.260554 -3.917155 0.4 -0.8 -0.2 0.11
H -1.697687 -1.419754 -5.180105 0.3 0.6 0.0 0.12
H -2.297057 -3.506244 -4.318835 -0.3 0.5 0.0 0.11
H -1.354077 -0.898054 -1.509355 0.5 0.1 0.0 0.05
C -0.473797 -3.248804 3.184495 1.7 -0.9 0.8 -0.13
C -0.297337 -3.999104 4.617335 0.0 2.1 -2.1 -0.22
O -1.041877 -3.291014 5.505165 -2.8 0.6 2.3 -0.08
O 0.325683 -2.025234 3.171755 -0.3 -0.8 0.7 -0.09
H -1.504707 -2.993974 2.938765 -0.2 -0.1 0.6 0.11
H -0.132657 -3.901834 2.381215 0.3 -0.1 0.0 0.09
H 0.653753 -3.861204 5.131655 1.3 -1.0 -1.5 0.11
H -0.677437 -5.020204 4.586185 0.3 -0.1 -0.2 0.12
H -1.046657 -2.344484 5.344965 0.0 0.4 -0.1 0.04
H 0.550753 -1.817264 2.261985 0.0 0.1 -0.3 0.04
C 4.577993 -1.905494 1.437465 -1.5 -0.1 2.9 -0.14
C 4.769453 -1.527024 2.935315 1.9 -0.5 0.2 -0.22
O 3.729193 -0.853874 3.582955 -2.2 1.4 -0.9 -0.07
O 3.394623 -2.743804 1.364245 1.8 0.1 -0.6 -0.09
H 5.465413 -2.447424 1.110515 -0.1 0.0 -0.1 0.13
H 4.477593 -0.940964 0.939775 -0.3 -0.2 -0.6 0.12
H 5.639313 -0.870204 2.940315 0.5 0.0 0.0 0.11
H 4.943323 -2.328494 3.653315 0.7 -0.9 -0.9 0.12
H 4.007773 -0.578534 4.459425 0.0 -0.1 0.0 0.12
H 2.647513 -2.152334 1.247665 -0.7 0.3 -0.2 0.03
C -0.132737 -4.549784 -1.201195 -0.7 -0.5 0.3 -0.19
C -1.458387 -4.488114 -0.421725 0.9 1.4 -0.2 -0.23
O -2.601137 -4.428554 -1.235275 -0.4 -1.0 -0.4 -0.06
O 0.171363 -3.308174 -1.840915 0.7 -0.5 0.7 -0.08
H -0.218047 -5.362244 -1.922805 0.0 0.0 -0.4 0.12
H 0.663803 -4.866144 -0.527745 0.2 0.5 0.1 0.11
H -1.430677 -3.526124 0.090035 0.2 0.0 0.7 0.11
H -1.513997 -5.307194 0.295305 -0.3 -0.1 -0.2 0.12
H -2.670577 -3.552734 -1.622195 0.2 0.4 0.1 0.04
H -0.415907 -3.277174 -2.599695 -0.3 0.2 -0.6 0.03
C 3.421353 -5.454584 3.656675 1.1 -1.1 -0.1 -0.24
C 4.738783 -6.220974 3.342185 0.8 0.1 0.5 -0.21
O 5.756433 -5.538784 2.582285 -0.7 0.7 0.8 -0.09
O 2.733673 -5.250904 2.463025 -0.6 0.2 -0.4 -0.07
H 3.564573 -4.512454 4.185805 0.5 0.2 0.0 0.11
H 2.804663 -6.044904 4.334405 0.0 -0.3 -0.1 0.11
H 4.604373 -7.157254 2.800505 -0.9 -0.1 0.1 0.12
H 5.238023 -6.502934 4.269195 0.0 0.1 0.2 0.11
H 5.350673 -5.297334 1.746425 -0.1 -0.1 -0.4 0.02
H 3.101783 -4.433824 2.118815 -0.2 0.5 -0.5 0.03
C 1.670813 -3.527614 -5.307595 -0.4 1.2 0.5 -0.18
C 0.905943 -2.800094 -6.409985 -0.8 -1.8 -0.5 -0.24
O 1.720473 -2.556814 -7.536995 1.0 0.7 0.0 -0.06
O 2.125833 -2.600434 -4.295235 0.3 -0.3 -0.3 -0.09
H 2.505213 -4.070454 -5.751655 0.1 -0.1 0.0 0.13
H 1.012303 -4.215614 -4.777395 0.0 0.1 -0.1 0.11
H 0.321203 -1.934734 -6.098005 0.3 0.0 0.3 0.10
H 0.213583 -3.569074 -6.752635 -0.7 0.1 0.1 0.12
H 1.387183 -1.813664 -8.045175 -0.1 0.0 0.1 0.08
H 2.752083 -2.039364 -4.758485 0.2 0.2 0.1 0.08
C -0.136717 3.479646 3.460345 1.7 -0.2 -1.5 -0.17
C -0.733527 4.808686 3.884055 -2.4 -0.8 0.7 -0.26
O -0.003847 5.485946 4.856935 1.8 0.3 0.4 -0.05
O -1.032747 2.677596 2.662435 -0.7 1.6 1.2 -0.08
H 0.292523 2.927246 4.296235 -0.6 0.0 0.4 0.10
H 0.738343 3.673076 2.839905 0.3 0.2 -0.2 0.11
H -1.639487 4.532866 4.423745 -0.7 -0.2 -0.4 0.11
H -1.047307 5.492076 3.094995 0.4 -0.3 -0.6 0.12
H -0.485097 6.282016 5.094165 0.0 -0.1 0.0 0.09
H -0.622937 1.981126 2.144175 0.8 0.0 0.2 0.04
C -0.954237 0.645906 6.014615 -0.2 -0.4 -0.5 -0.17
C 0.571973 0.483496 5.843345 -0.4 0.1 0.9 -0.21
O 0.807613 0.521726 4.459705 0.8 0.0 -0.7 -0.10
O -1.634387 -0.401804 5.310755 0.5 -0.2 0.9 -0.07
H -1.244317 1.597496 5.569155 0.0 0.2 0.1 0.11
H -1.361547 0.586736 7.023925 0.5 0.1 0.2 0.12
H 0.933983 -0.464564 6.241125 -0.3 -0.3 0.1 0.12
H 1.218713 1.219676 6.320705 -0.5 0.5 0.1 0.12
H 0.594843 -0.381684 4.214385 -0.4 -0.7 -0.9 0.04
H -1.709287 -0.211344 4.372825 0.0 0.3 -0.8 0.04
C 3.284183 5.150506 -0.352055 0.0 -0.2 -0.7 -0.28
C 4.082313 6.237646 0.295525 1.3 -0.4 -0.6 -0.22
O 4.803313 5.717396 1.417035 0.0 0.9 -1.0 -0.06
O 2.352903 4.698876 0.540655 -1.8 -0.7 2.4 -0.08
H 3.868783 4.250836 -0.544265 1.0 0.4 -0.9 0.12
H 2.686073 5.446776 -1.213785 0.8 0.5 -0.7 0.13
H 3.501173 7.147336 0.446675 -0.3 -0.2 0.7 0.12
H 4.826323 6.549196 -0.437605 0.3 0.0 0.1 0.12
H 4.204093 5.373866 2.083755 -0.4 -0.1 0.2 0.02
H 1.655313 4.262886 0.045805 -0.5 -0.6 0.1 0.05
C 2.172153 1.724986 -3.251065 0.5 -0.3 3.5 -0.18
C 3.258193 1.052616 -2.327245 0.3 0.8 -0.8 -0.18
O 3.646973 -0.237284 -2.814775 -0.5 0.1 -0.1 -0.06
O 1.022063 0.922696 -3.201085 -0.5 -0.4 -2.5 -0.09
H 2.570473 1.960596 -4.237945 -0.4 -0.6 -0.2 0.12
H 1.910953 2.661356 -2.758035 0.3 0.4 -0.1 0.11
H 2.991663 0.883116 -1.284015 -0.6 0.4 0.0 0.12
H 4.128283 1.709046 -2.315325 0.2 0.1 0.0 0.12
H 3.509073 -0.134324 -3.759215 0.2 -0.5 -0.3 0.08
H 0.694333 0.748626 -2.315705 0.2 0.1 1.0 0.04
C -4.403867 -0.459184 2.657845 1.2 -1.4 -0.7 -0.23
C -3.143407 -0.123304 1.769775 -1.6 -0.4 -0.7 -0.20
O -1.962787 -0.002634 2.492815 0.2 -0.1 2.0 -0.09
O -4.891007 0.630886 3.337005 0.0 0.9 0.2 -0.05
H -4.147607 -1.218644 3.396535 0.6 -0.4 0.1 0.11
H -5.226547 -0.919464 2.110635 0.2 0.2 -0.6 0.09
H -3.298287 0.812776 1.233235 -0.5 0.1 -0.1 0.11
H -2.923587 -0.876414 1.013065 -0.8 -0.4 -0.3 0.11
H -1.277787 0.305446 1.894945 0.4 -0.1 -0.1 0.03
H -4.086077 1.129386 3.495705 -0.4 1.0 0.5 0.04
C -5.382607 4.863136 2.888165 1.3 -0.9 0.3 -0.20
C -4.004987 4.218486 2.611415 1.5 0.3 -0.4 -0.23
O -3.621247 3.055726 3.344235 -1.9 0.3 0.8 -0.09
O -5.486057 6.185956 2.282015 -0.3 -1.8 0.3 -0.06
H -5.483707 4.837376 3.973165 -0.3 0.6 0.1 0.12
H -6.088487 4.119466 2.518315 -0.6 0.8 -0.4 0.12
H -3.233967 4.946496 2.863705 -0.1 0.6 -0.2 0.08
H -3.883087 3.984956 1.553725 -0.3 0.2 -0.3 0.12
H -2.709157 2.824296 3.154195 0.6 0.2 -0.5 0.03
H -4.926987 6.799816 2.763905 0.1 -0.2 0.2 0.07
C -4.358307 1.781766 -3.832645 -0.3 -0.1 -1.7 -0.19
C -4.881837 3.221086 -4.204855 -1.9 -0.9 1.4 -0.17
O -6.322377 3.306586 -4.455685 0.9 -0.4 -0.5 -0.09
O -3.846617 1.198236 -5.051925 0.7 0.1 0.4 -0.10
H -4.992857 0.925116 -3.605525 -1.3 1.1 0.8 0.12
H -3.665787 1.830756 -2.992325 0.5 0.1 -0.3 0.07
H -4.346887 3.552146 -5.094975 -0.1 0.0 0.1 0.11
H -4.776707 3.916436 -3.372065 0.9 0.0 0.0 0.10
H -6.746777 3.579566 -3.639005 0.1 -0.1 0.0 0.07
H -2.936287 1.484646 -5.156155 0.4 0.0 -0.3 0.03
C 4.485913 2.275036 2.457025 0.0 1.0 -0.4 -0.20
C 4.086243 3.027786 3.704695 0.7 -1.3 1.1 -0.23
O 3.716833 4.355376 3.455285 0.0 0.0 -0.1 -0.04
O 3.369723 2.113406 1.609525 -0.3 -1.3 -0.2 -0.06
H 4.932853 1.295986 2.629675 -0.3 0.0 0.4 0.11
H 5.239163 2.836416 1.904245 0.2 0.3 0.1 0.13
H 4.912593 2.926526 4.408245 0.6 0.5 0.0 0.12
H 3.310013 2.516906 4.274395 -0.7 -0.3 -0.5 0.12
H 3.458853 4.746816 4.293035 -0.2 0.2 0.0 0.12
H 3.152793 2.967446 1.228535 -0.6 0.7 -0.1 0.06
C -0.112577 1.574306 -6.260775 0.2 0.8 -1.3 -0.23
C -1.011567 2.165556 -7.398995 -0.2 -0.8 0.4 -0.21
O -1.642577 3.418706 -7.098035 0.8 -0.4 0.2 -0.06
O -0.945447 1.301076 -5.194905 -1.3 0.2 0.6 -0.08
H 0.750173 2.199256 -6.030105 -0.2 0.7 0.3 0.11
H 0.385033 0.654486 -6.568045 -0.2 -0.4 -0.7 0.10
H -1.803987 1.425796 -7.512665 -0.2 -0.2 0.0 0.11
H -0.550057 2.227906 -8.384505 0.7 -0.1 0.2 0.11
H -1.908257 3.749356 -7.959245 -0.2 0.3 0.1 0.08
H -0.486257 1.217626 -4.355985 0.7 0.0 0.2 0.05
C -5.614177 -1.673664 -1.196555 1.6 -0.3 0.6 -0.23
C -6.819607 -2.134634 -0.389455 0.7 0.6 -0.4 -0.24
O -7.951207 -1.411864 -0.803025 -0.7 -0.1 0.1 -0.05
O -5.242207 -0.358384 -0.788425 -0.8 0.5 0.0 -0.07
H -5.685917 -1.714694 -2.283415 -0.7 -0.1 -0.1 0.11
H -4.722057 -2.242854 -0.935295 -0.1 -0.9 0.0 0.10
H -6.594477 -1.926814 0.656605 0.1 0.0 0.2 0.10
H -7.024957 -3.203274 -0.452175 0.1 0.1 -0.4 0.12
H -7.844237 -0.520324 -0.463445 0.0 0.2 -0.1 0.09
H -4.391807 -0.172594 -1.193265 0.2 0.2 0.1 0.05
C 3.709053 -5.505294 -0.948975 -0.9 -1.1 0.1 -0.23
C 3.761263 -4.455714 -2.035415 -0.6 0.6 0.5 -0.19
O 3.841833 -3.139734 -1.451845 0.0 -0.2 -0.8 -0.07
O 4.810853 -5.681504 -0.084775 0.8 0.8 -0.6 -0.05
H 3.565623 -6.481354 -1.412475 -0.5 -0.1 -0.3 0.13
H 2.884443 -5.336214 -0.256495 -0.3 0.2 -0.3 0.11
H 2.815653 -4.516194 -2.574155 -0.2 0.0 0.0 0.10
H 4.513173 -4.597714 -2.811675 0.5 0.0 0.3 0.13
H 3.965143 -3.285524 -0.511025 -0.2 0.2 0.5 0.04
H 5.510543 -5.860854 -0.717115 0.8 -0.2 0.5 0.11


Record 2
84
Properties=species:S:1:pos:R:3:forces:R:3:lowdin_charge:R:1 method="wB97M-V/def2-TZVPD" spin_multiplicity=1 total_charge=-1 de_lowest_kcal_mol=105.60
Ta -0.384586 0.436893 0.334381 0.0 -6.5 -6.8 1.67
O -0.660786 -1.316107 4.472881 -0.3 0.7 -0.7 -0.38
As -1.214686 -0.078307 3.200281 -2.1 -0.9 4.4 1.22
O -0.026786 -0.417807 2.068181 1.5 -0.6 -0.4 -0.70
O -2.188186 -0.354707 0.623281 0.0 0.1 0.2 -0.91
C -0.399086 1.481093 4.191881 0.2 -0.3 -0.3 -0.28
C -0.381686 1.557493 5.584481 -0.1 -0.3 -0.4 -0.09
C 0.068314 2.704593 6.217281 -0.1 0.0 0.0 -0.08
C 0.489314 3.801793 5.478881 0.1 -0.1 -0.1 -0.07
C 0.496714 3.731993 4.095881 0.1 0.2 -0.2 -0.05
C 0.062714 2.572893 3.479581 -0.3 0.0 -0.3 -0.27
S 0.017314 2.467993 1.706281 2.0 6.6 4.3 0.54
O 1.083514 1.573793 1.307281 1.2 0.0 0.2 -0.31
O 0.093814 3.799593 1.173681 0.1 -0.3 0.6 -0.21
O -1.273086 1.817093 1.425581 -1.6 0.9 1.3 -0.42
H 0.210314 -1.623207 4.194281 0.1 -0.1 0.0 0.00
H -0.721386 0.690093 6.136181 0.0 0.0 0.2 0.10
H 0.073914 2.755793 7.295481 0.0 0.0 0.1 0.10
H 0.809314 4.702893 5.978581 0.1 0.1 0.0 0.10
H 0.814014 4.558593 3.477881 0.0 0.1 0.0 0.11
Br 4.123914 -0.605607 -4.986219 0.3 0.0 -0.1 0.70
C 2.552614 -0.340307 -3.996419 -0.1 0.0 -0.2 -0.77
C 1.330814 -0.243307 -4.631219 0.1 0.0 0.0 -0.78
Br 1.216714 -0.338507 -6.501519 -0.1 0.0 -0.3 0.70
C 0.169914 -0.134007 -3.865919 -0.2 0.0 0.1 -0.66
Br -1.536186 -0.159207 -4.645219 -0.3 0.0 -0.1 0.79
C 0.216114 -0.116407 -2.485119 0.4 0.0 0.0 -0.44
O -0.856386 -0.138507 -1.720019 0.3 -0.2 0.9 -0.29
C 1.476514 -0.145307 -1.828319 -0.1 -0.2 -1.3 -0.44
O 1.482814 -0.129507 -0.521819 -0.3 0.2 1.0 -0.28
C 2.613014 -0.284407 -2.605919 0.0 0.0 0.4 -0.65
Br 4.222114 -0.507407 -1.670619 0.3 0.0 0.2 0.78
S -3.373086 -0.894607 -0.282819 -1.1 -0.3 -0.6 0.95
C -3.134286 -2.641907 -0.342519 0.6 0.0 0.2 -0.50
C -4.238286 -3.449607 -0.652819 0.2 0.3 0.0 -0.12
C -4.114486 -4.819907 -0.700019 0.1 0.0 0.0 -0.09
C -2.882786 -5.425107 -0.460119 0.1 0.0 0.0 -0.09
C -1.777286 -4.637207 -0.203619 0.2 0.4 0.2 -0.12
C -1.888386 -3.243707 -0.124619 0.0 0.7 0.0 -0.33
As -0.231586 -2.141807 0.056381 0.2 -4.4 -0.7 1.41
C 0.634214 -3.170607 1.528681 -0.2 0.7 0.2 -0.32
C -0.090286 -3.886607 2.485181 -0.1 0.1 -0.5 -0.11
C 0.545314 -4.411807 3.599881 0.0 -0.1 0.0 -0.10
C 1.906214 -4.231207 3.780981 0.0 0.0 0.0 -0.10
C 2.621914 -3.465107 2.874581 0.1 0.0 0.0 -0.08
C 1.985714 -2.917207 1.773981 -0.2 0.1 -0.3 -0.12
C 0.620814 -3.089407 -1.530919 0.1 0.7 0.1 -0.28
C -0.100486 -3.115407 -2.729319 -0.2 0.1 0.4 -0.11
C 0.483314 -3.549407 -3.907119 0.0 -0.1 0.1 -0.08
C 1.805114 -3.968007 -3.913919 0.0 0.0 0.0 -0.09
C 2.532014 -3.956607 -2.735219 0.0 -0.1 0.0 -0.09
C 1.947114 -3.523407 -1.553819 -0.3 0.2 0.4 -0.10
H -5.181386 -2.966507 -0.851519 -0.3 0.0 0.0 0.10
H -4.975986 -5.432407 -0.921219 -0.1 0.0 0.0 0.10
H -2.784686 -6.499607 -0.485419 0.0 -0.1 0.0 0.10
H -0.788186 -5.070207 -0.057319 -0.3 -0.1 -0.1 0.11
H -1.160486 -4.015507 2.357481 0.1 0.0 0.1 0.10
H -0.022686 -4.949007 4.344081 -0.1 -0.1 0.0 0.10
H 2.407614 -4.666307 4.633881 0.0 0.0 0.1 0.10
H 3.674214 -3.284307 3.036481 0.1 0.1 0.0 0.10
H 2.521914 -2.249907 1.107681 0.1 0.0 0.0 0.10
H -1.131186 -2.772507 -2.728019 0.1 0.0 -0.1 0.10
H -0.086886 -3.543607 -4.825819 -0.1 0.0 0.0 0.11
H 2.261314 -4.296107 -4.836919 0.1 0.0 -0.1 0.10
H 3.566114 -4.269407 -2.737319 0.1 0.0 0.0 0.10
H 2.521214 -3.517207 -0.635619 0.1 0.0 -0.1 0.08
O -2.005886 2.005293 -0.899519 -0.1 0.2 0.3 0.05
C -0.926986 2.566493 -1.053119 -1.7 1.6 -1.9 -0.61
O 0.174314 1.989993 -0.863219 1.3 0.6 -0.3 -0.12
C -0.801486 4.015393 -1.425019 0.1 0.2 -0.1 -0.08
C -1.525086 4.958593 -0.708819 0.0 0.4 -0.2 0.08
C -1.186986 6.304993 -0.839819 0.5 -1.1 -0.8 -0.12
C -0.200386 6.718393 -1.724019 0.1 0.2 -0.1 0.09
C 0.460914 5.762593 -2.477419 -1.0 -0.5 0.9 -0.11
C 0.193814 4.406093 -2.305919 0.1 0.3 -0.2 0.11
N 1.474214 6.182293 -3.415219 0.5 0.1 -0.5 -0.36
O 1.795814 7.354193 -3.415819 0.0 0.2 0.0 0.08
O 1.943114 5.338393 -4.150519 0.0 0.0 0.0 0.10
N -1.833586 7.293793 -0.016319 -0.4 0.5 0.5 -0.36
O -2.816686 6.956393 0.612481 0.0 -0.1 0.0 0.09
O -1.352086 8.410293 0.010281 0.0 0.1 0.0 0.08
H -2.291686 4.650193 -0.013319 0.0 0.0 0.0 0.14
H 0.060614 7.762293 -1.824219 -0.1 -0.1 0.0 0.13
H 0.785414 3.675593 -2.837619 0.0 -0.1 0.0 0.14


| no. | total energy (Eh) | largest force on an atom (Eh/bohr) | HOMO (eV) |
| --- | --- | --- | --- |
| 1 | -7689.56271 | 0.11911 | -8.75 |
| 2 | -18207.11319 | 0.18345 | -4.99 |